No. 1
Here is a 2-piece molecular cluster, CH6NS overall from OMol25. Energies are from the ωB97M-V functional and the def2-TZVPD basis.

Last columns: bonded neighbours and bond lengths (Å).
Positions of all 9 atoms, in Å:
1 N 1.40262 0.30066 1.54736  H2 1.022, H3 1.011, H4 1.021
2 H 0.41352 0.26383 1.29177  N1 1.022
3 H 1.46578 0.67698 2.48312  N1 1.011
4 H 1.86355 0.96736 0.92716  N1 1.021
5 C -0.96685 -0.51840 -1.36498  S6 1.838, H7 1.076, H8 1.089, H9 1.095
6 S -1.74533 0.50435 -0.05096  C5 1.838
7 H -0.75601 -1.49499 -0.96504  C5 1.076
8 H -0.03621 -0.03292 -1.65414  C5 1.089
9 H -1.64107 -0.66686 -2.21429  C5 1.095

Results
F_max	0.76	eV/A
HOMO level	-2.2	eV
total charge	-1
multiplicity	1
energy relative to the best compared isomer or geometry (same formula, charge and spin)	8.32	kJ/mol

No. 2
Here is a 2-piece molecular cluster, C3H9N2O overall in a non-equilibrium geometry from OMol25. Energies are from the ωB97M-V functional and the def2-TZVPD basis.

Last columns: bonded neighbours and bond lengths (Å).
Positions of all 15 atoms, in Å:
1 C -1.78847 -0.41576 0.59760  O6 1.224, H7 1.079
2 C 1.27963 1.35572 0.20442  C3 1.520, H8 1.102, H9 1.073, H10 1.079
3 C 0.83108 -0.03594 -0.21080  C2 1.520, N4 1.318, N5 1.317
4 N 0.27573 -0.10783 -1.40447  C3 1.318, H11 1.042, H12 1.054
5 N 1.06744 -1.04181 0.60652  C3 1.317, H14 0.980, H15 0.989
6 O -2.54901 -0.45043 -0.36041  C1 1.224, H13 1.083
7 H -1.99578 0.01998 1.56245  C1 1.079
8 H 1.30128 1.26305 1.30240  C2 1.102
9 H 0.56071 2.13648 0.04392  C2 1.073
10 H 2.20383 1.71575 -0.22133  C2 1.079
11 H 0.17071 -0.99839 -1.93544  N4 1.042
12 H 0.59847 0.69299 -2.00829  N4 1.054
13 H -3.60387 -0.21388 -0.43303  O6 1.083
14 H 1.45314 -0.92247 1.49919  N5 0.980
15 H 0.61715 -1.85956 0.27976  N5 0.989

Results
F_max	5.76	eV/A
HOMO level	-11.7	eV
total charge	+1
multiplicity	1
energy relative to the best compared isomer or geometry (same formula, charge and spin)	431.58	kJ/mol

No. 3
Here is an isolated ion of composition C14H21BN3O2 and charge +1 in a non-equilibrium geometry from OMol25. Energies are from the ωB97M-V functional and the def2-TZVPD basis.

Last columns: bonded neighbours and bond lengths (Å).
Positions of all 41 atoms, in Å:
1 C 4.43633 -0.86455 -1.83062  B2 1.591, H21 1.101, H22 1.102, H23 1.094
2 B 4.96577 -0.70619 -0.33896  C1 1.591, O3 1.359, C4 1.607
3 O 6.23224 -1.07536 -0.01066  B2 1.359, H24 0.970
4 C 3.93776 -0.08020 0.72618  B2 1.607, N5 1.315, N20 1.341
5 N 4.09499 0.70141 1.77243  C4 1.315, N6 1.365, H25 1.012
6 N 2.88552 0.98558 2.33767  N5 1.365, C7 1.280
7 C 2.02096 0.36846 1.62388  N6 1.280, C8 1.510, N20 1.397
8 C 0.51422 0.30435 1.70854  C7 1.510, O9 1.418, H26 1.094, H27 1.105
9 O 0.06027 0.00304 0.39986  C8 1.418, C10 1.403
10 C -1.18189 0.57590 0.08886  O9 1.403, C11 1.379, C16 1.385
11 C -1.35727 1.94359 0.08236  C10 1.379, C12 1.378, H28 1.093
12 C -2.57372 2.49892 -0.24881  C11 1.378, C13 1.518, C14 1.385
13 C -2.79275 4.00071 -0.28714  C12 1.518, H29 1.099, H30 1.094, H31 1.094
14 C -3.59730 1.62640 -0.58035  C12 1.385, C15 1.372, H32 1.090
15 C -3.43810 0.26373 -0.57012  C14 1.372, C16 1.390, H33 1.087
16 C -2.21450 -0.29485 -0.21943  C10 1.385, C15 1.390, C17 1.523
17 C -1.99282 -1.80056 -0.16698  C16 1.523, C18 1.559, C19 1.567, H34 1.094
18 C -2.41778 -2.45261 -1.51758  C17 1.559, H35 1.092, H36 1.097, H37 1.099
19 C -2.71848 -2.45723 1.05732  C17 1.567, H38 1.100, H39 1.095, H40 1.095
20 N 2.63027 -0.34145 0.58658  C4 1.341, C7 1.397, H41 1.011
21 H 3.72272 -1.70311 -1.83168  C1 1.101
22 H 3.90524 0.05065 -2.13793  C1 1.102
23 H 5.25977 -1.00760 -2.53648  C1 1.094
24 H 6.79975 -0.78445 -0.74110  O3 0.970
25 H 4.99403 1.04561 2.08375  N5 1.012
26 H 0.08299 1.21346 2.13737  C8 1.094
27 H 0.26993 -0.56595 2.34412  C8 1.105
28 H -0.50870 2.57563 0.35740  C11 1.093
29 H -3.03147 4.26743 -1.32665  C13 1.099
30 H -3.63142 4.32263 0.33687  C13 1.094
31 H -1.85549 4.49820 -0.01897  C13 1.094
32 H -4.56805 2.02572 -0.87249  C14 1.090
33 H -4.25415 -0.39998 -0.84449  C15 1.087
34 H -0.93367 -2.04864 -0.05031  C17 1.094
35 H -3.38390 -2.09504 -1.87872  C18 1.092
36 H -2.39054 -3.54009 -1.37630  C18 1.097
37 H -1.61896 -2.21921 -2.23563  C18 1.099
38 H -1.95819 -2.90805 1.71244  C19 1.100
39 H -3.35885 -3.28051 0.72494  C19 1.095
40 H -3.25153 -1.72321 1.67043  C19 1.095
41 H 2.21678 -0.92262 -0.12961  N20 1.011

Results
F_max	2.25	eV/A
HOMO level	-11.3	eV
total charge	+1
SMILES string	CB(O)c1[nH]nc(COc2cc(C)ccc2C(C)C)[nH+]1
multiplicity	1